The following is a quantum chemistry calculation of one molecule with the formula C3H2N4O, from the OMol25 dataset.

Calculated values
frontier orbital gap	8.00	eV
highest occupied orbital energy	-0.35286	Eh
LUMO level	-1.606	eV
SMILES string	O=c1nnccnn1

Geometry as XYZ:
```
10
C3H2N4O, DFT ωB97M-V/def2-TZVPD
C 1.675 0.189 -0.097
C -1.021 -0.742 0.319
C -1.195 0.605 0.276
H -2.022 -1.363 0.316
H -2.171 0.966 0.445
N 1.169 -1.076 -0.645
N 0.027 -1.482 -0.373
N -0.201 1.492 -0.290
N 0.983 1.420 -0.535
O 2.755 -0.008 0.584
```

The following is a quantum chemistry calculation of one molecule with the formula C3H2N6, from the OMol25 dataset.

Calculated values
frontier orbital gap	8.86	eV
highest occupied orbital energy	-0.38122	Eh
LUMO level	-1.517	eV
SMILES string	c1cn2nnnc2nn1

Geometry as XYZ:
```
11
C3H2N6, DFT ωB97M-V/def2-TZVPD
C -0.544 -1.453 -0.621
C 0.392 -0.518 -0.975
C -0.108 0.483 1.116
H -0.689 -2.254 -1.342
H 0.718 -0.427 -2.118
N 0.450 0.483 -0.117
N 1.134 1.649 -0.268
N 0.942 2.281 0.814
N 0.159 1.634 1.711
N -1.129 -0.447 1.358
N -1.326 -1.432 0.441
```

The following is a quantum chemistry calculation of one molecule with the formula C3H2NO2P, from the OMol25 dataset.

Calculated values
frontier orbital gap (alpha / beta)	8.02 / 8.02	eV
highest occupied orbital energy (alpha / beta)	-0.36854 / -0.36856	Eh
LUMO level (alpha / beta)	-2.006 / -2.006	eV
SMILES string	O=C=C=[PH]=NC=O

Geometry as XYZ:
```
9
C3H2NO2P, DFT ωB97M-V/def2-TZVPD
C -1.790 -1.082 0.142
C 1.602 0.957 -0.230
C 2.598 0.198 0.050
N -1.608 0.253 0.152
O 3.657 -0.226 0.269
O -1.006 -1.895 -0.295
P -0.129 0.928 -0.166
H -2.787 -1.357 0.524
H -0.538 2.225 -0.446
```

The following is a quantum chemistry calculation of a 2-piece molecular cluster, C3H2NO2Se overall, from the OMol25 dataset.

Calculated values
net charge	-1
frontier orbital gap	6.37	eV
highest occupied orbital energy	-0.11310	Eh
LUMO level	3.296	eV

Geometry as XYZ:
```
9
C3H2NO2Se, DFT ωB97M-V/def2-TZVPD
C 2.147 0.688 0.152
C 0.739 2.391 1.324
C 0.938 1.384 0.322
N 3.027 -0.017 0.032
O 0.556 2.780 2.431
O 0.966 2.879 0.148
Se -0.773 -1.217 0.822
H 0.138 0.913 -0.181
H -0.760 -2.527 1.301
```

The following is a quantum chemistry calculation of a 2-piece molecular cluster, C3H2NO3P overall, from the OMol25 dataset.

Calculated values
net charge	-2
frontier orbital gap (alpha / beta)	6.51 / 6.02	eV
highest occupied orbital energy (alpha / beta)	0.00246 / 0.02110	Eh
LUMO level (alpha / beta)	6.578 / 6.598	eV

Geometry as XYZ:
```
10
C3H2NO3P, DFT ωB97M-V/def2-TZVPD
C -0.186 -2.776 1.764
C -0.235 -1.471 1.735
C 0.254 0.533 -0.391
N -0.322 -3.986 1.878
O 1.080 1.798 -0.471
O -0.031 2.119 -2.724
O -1.392 2.818 -0.748
P -0.361 1.932 -1.293
H 0.250 -0.752 1.123
H 0.944 -0.215 -0.873
```

The following is a quantum chemistry calculation of a 2-piece molecular cluster, C3H2NOS overall, from the OMol25 dataset.

Calculated values
net charge	-1
frontier orbital gap	7.04	eV
highest occupied orbital energy	-0.13282	Eh
LUMO level	3.424	eV

Geometry as XYZ:
```
8
C3H2NOS, DFT ωB97M-V/def2-TZVPD
C -0.329 1.042 0.080
C -0.948 -0.969 -0.066
C 0.791 0.272 0.014
N -1.437 0.226 0.031
O 0.388 -1.015 -0.081
S 3.477 0.222 -0.011
H -0.435 2.106 0.163
H -1.507 -1.884 -0.130
```

The following is a quantum chemistry calculation of an isolated ion of composition C3H2NOS2 and charge -1, from the OMol25 dataset.

Calculated values
net charge	-1
frontier orbital gap	6.84	eV
highest occupied orbital energy	-0.12857	Eh
LUMO level	3.345	eV

Geometry as XYZ:
```
9
C3H2NOS2, DFT ωB97M-V/def2-TZVPD
C 0.085 2.019 -0.567
C -1.179 -0.454 0.179
C 1.243 1.672 -0.380
N -0.226 -1.294 0.152
O -0.187 -2.572 0.440
S 2.853 1.309 -0.366
S -1.398 1.262 0.081
H 0.780 -0.937 -0.049
H -1.971 -1.005 0.511
```

The following is a quantum chemistry calculation of an isolated ion of composition C3H2NOS2 and charge -1, from the OMol25 dataset.

Calculated values
net charge	-1
frontier orbital gap	5.17	eV
highest occupied orbital energy	-0.07992	Eh
LUMO level	2.995	eV
SMILES string	[O-]/N=C/SC=C=S

Geometry as XYZ:
```
9
C3H2NOS2, DFT ωB97M-V/def2-TZVPD
C -0.234 -1.202 0.632
C 1.140 0.708 -0.540
C -1.473 -1.191 0.266
N 0.216 1.363 0.048
O 0.137 2.599 0.181
S -2.806 -1.003 -0.538
S 1.082 -0.979 -0.643
H 0.013 -1.405 1.653
H 1.926 1.111 -1.061
```

The following is a quantum chemistry calculation of C3H2O2Pt as an isolated structure, from the OMol25 dataset.

Calculated values
⟨S²⟩	2.07
spin multiplicity	3
net charge	+2
frontier orbital gap (alpha / beta)	8.73 / 6.14	eV
highest occupied orbital energy (alpha / beta)	-0.75286 / -0.75458	Eh
LUMO level (alpha / beta)	-11.758 / -14.394	eV

Geometry as XYZ:
```
8
C3H2O2Pt, DFT ωB97M-V/def2-TZVPD
O 0.148 -1.055 -1.070
C 0.566 -0.063 2.248
C 0.064 0.125 -0.759
O 0.851 0.571 0.379
C -0.221 0.417 1.244
Pt -0.223 -2.163 -2.147
H -0.333 0.900 -1.433
H -0.853 1.269 1.538
```

The following is a quantum chemistry calculation of one molecule with the formula C3H2O2S, from the OMol25 dataset.

Calculated values
frontier orbital gap (alpha / beta)	7.94 / 7.86	eV
highest occupied orbital energy (alpha / beta)	-0.29211 / -0.29502	Eh
LUMO level (alpha / beta)	-0.005 / -0.169	eV

Geometry as XYZ:
```
8
C3H2O2S, DFT ωB97M-V/def2-TZVPD
C -0.854 -0.605 0.574
C -0.044 1.712 0.198
C 0.433 -0.744 -0.273
O -1.714 -1.295 0.930
O -0.393 2.789 0.352
S 0.995 0.879 -0.948
H 1.090 -1.229 0.387
H 0.487 -1.507 -1.221
```

The following is a quantum chemistry calculation of a 11-piece molecular cluster, C3H30N2O11 overall, from the OMol25 dataset.

Calculated values
frontier orbital gap	8.75	eV
highest occupied orbital energy	-0.31860	Eh
LUMO level	0.077	eV
SMILES string	NCNCCO.O.O.O.O.O.O.O.O.O.O

Geometry as XYZ:
```
46
C3H30N2O11, DFT ωB97M-V/def2-TZVPD
C 0.597 0.132 1.311
C 1.402 1.387 1.051
O 0.614 2.489 0.610
N -0.102 -0.242 0.082
C -0.888 -1.468 0.190
N -1.816 -1.649 -0.907
H -0.154 0.347 2.077
H 1.267 -0.658 1.686
H 1.939 1.709 1.950
H 2.155 1.212 0.278
H -0.358 2.363 0.693
H 0.544 -0.314 -0.701
H -1.492 -1.407 1.093
H -0.257 -2.363 0.254
H -1.321 -1.879 -1.761
H -2.338 -0.800 -1.081
H 1.605 -2.249 -0.264
H 2.450 -3.215 0.580
O 2.111 -2.315 0.587
H -2.550 3.048 0.783
H -2.474 1.620 1.376
O -2.119 2.196 0.648
H 0.222 -1.983 -2.158
H 1.638 -1.454 -2.199
O 1.115 -2.215 -1.865
H -0.076 1.916 -2.156
H 0.866 2.543 -1.141
O 0.813 2.313 -2.094
H 3.329 -1.291 0.116
H 4.700 -0.923 -0.481
O 3.865 -0.536 -0.203
H -1.097 -0.982 4.125
H -1.551 -0.225 5.377
O -1.869 -0.581 4.542
H -1.066 -0.171 -2.627
H 0.169 -0.611 -3.453
O -0.650 -0.940 -3.068
H 1.846 0.967 -2.298
H 2.922 0.053 -1.684
O 2.277 0.098 -2.419
H -2.813 0.357 3.327
H -3.992 0.210 2.364
O -3.336 0.854 2.658
H -2.533 1.821 -2.299
H -1.800 1.507 -0.967
O -1.793 1.327 -1.931
```

The following is a quantum chemistry calculation of a 13-piece molecular cluster, C3H30O13 overall, from the OMol25 dataset.

Calculated values
frontier orbital gap	9.17	eV
highest occupied orbital energy	-0.32734	Eh
LUMO level	0.266	eV

Geometry as XYZ:
```
46
C3H30O13, DFT ωB97M-V/def2-TZVPD
C 1.020 -1.291 -0.512
C 0.038 -0.401 0.212
C -0.677 0.463 -0.502
O -1.631 1.310 0.087
H 0.602 -2.197 -0.984
H 1.385 -0.840 -1.422
H 1.720 -1.582 0.282
H -0.174 -0.433 1.266
H -0.445 0.603 -1.550
H -1.404 2.184 -0.283
H 1.928 0.829 2.272
H 0.790 1.922 2.114
O 1.770 1.701 1.897
H -1.188 1.314 2.500
H -0.580 0.395 3.458
O -0.452 1.317 3.134
H -0.720 -4.040 -1.305
H 0.230 -3.099 -2.200
O -0.672 -3.480 -2.087
H 0.322 -1.406 2.897
H 1.117 -2.579 2.177
O 1.159 -1.662 2.468
H -0.146 -2.286 -4.013
H 0.451 -0.804 -3.709
O 0.541 -1.754 -3.606
H -1.771 -2.187 0.425
H -3.158 -1.750 1.020
O -2.321 -2.216 1.216
H 1.638 2.095 -2.991
H 1.299 1.956 -1.353
O 1.035 1.805 -2.306
H -4.884 -0.155 -0.074
H -3.362 0.233 -0.044
O -3.989 -0.506 -0.078
H 1.910 2.636 0.548
H 2.635 3.739 -0.247
O 1.946 3.067 -0.348
H -2.018 -1.281 4.040
H -1.690 -1.748 2.549
O -1.333 -1.249 3.367
H -0.541 3.888 -2.313
H -0.677 2.406 -2.154
O -1.098 3.230 -1.884
H 4.056 1.314 -0.969
H 3.323 0.170 -0.180
O 4.014 0.368 -0.816
```

The following is a quantum chemistry calculation of a 14-piece molecular cluster, C3H33O14 overall, from the OMol25 dataset.

Calculated values
net charge	-1
frontier orbital gap	8.27	eV
highest occupied orbital energy	-0.21515	Eh
LUMO level	2.413	eV

Geometry as XYZ:
```
50
C3H33O14, DFT ωB97M-V/def2-TZVPD
C 0.744 -1.653 -1.359
C 0.056 -0.288 -1.582
C -1.201 -0.137 -0.837
O 0.954 0.626 -1.117
H 1.818 -1.528 -1.548
H 0.273 -2.486 -1.930
H 0.660 -1.923 -0.287
H -0.009 -0.167 -2.688
H -1.895 -0.981 -1.083
H -1.714 0.861 -0.859
H -1.080 -0.362 0.231
O 1.959 -2.582 1.859
H 2.089 -1.777 1.399
H 2.462 -2.465 2.675
O -0.395 2.624 -2.577
H -1.359 2.529 -2.555
H -0.164 1.788 -2.305
O 2.973 -0.272 0.384
H 2.217 -0.080 -0.151
H 3.570 0.477 0.337
O 2.853 2.741 -0.990
H 2.662 3.581 -1.392
H 2.052 2.209 -1.186
O -2.116 1.056 2.610
H -3.013 0.779 2.759
H -1.681 0.218 2.504
O -2.481 3.091 0.705
H -1.747 3.318 0.136
H -2.151 3.271 1.605
O 4.106 -1.379 -2.055
H 3.938 -0.632 -1.531
H 3.618 -1.986 -1.563
O -3.714 -2.112 1.642
H -2.829 -2.483 1.420
H -3.657 -1.218 1.289
O -1.232 -2.941 1.197
H -1.003 -2.429 0.429
H -0.839 -2.376 1.920
O 2.723 0.627 -3.203
H 2.105 0.706 -2.506
H 2.966 -0.307 -3.106
O -4.003 0.388 0.662
H -3.192 0.909 0.709
H -4.371 0.714 -0.147
O 0.228 2.368 0.943
H -0.686 2.165 1.142
H 0.459 1.852 0.163
O -0.674 -1.346 3.203
H 0.134 -0.855 2.870
H -0.415 -2.111 3.741
```

The following is a quantum chemistry calculation of C3H33O14Y as an isolated structure, from the OMol25 dataset.

Calculated values
net charge	+2
frontier orbital gap	5.55	eV
highest occupied orbital energy	-0.53420	Eh
LUMO level	-8.988	eV

Geometry as XYZ:
```
51
C3H33O14Y, DFT ωB97M-V/def2-TZVPD
Y 2.919 -2.005 -1.343
C 0.497 0.587 0.439
C -0.192 -0.445 -0.446
C -1.405 0.157 -1.125
O 0.758 -1.161 -1.227
H -0.229 1.038 1.115
H 0.986 1.376 -0.132
H 1.258 0.029 1.002
H -0.518 -1.212 0.278
H -1.247 1.071 -1.698
H -2.156 0.350 -0.363
H -1.819 -0.592 -1.806
O -0.418 -0.862 -4.193
H -0.595 -1.763 -3.880
H -0.229 -0.359 -3.393
O -0.892 -3.552 -3.074
H -1.823 -3.350 -2.904
H -0.915 -4.379 -3.575
O -3.449 -0.376 -4.883
H -2.830 -0.052 -4.220
H -4.146 -0.820 -4.386
O 0.231 2.560 3.299
H 0.745 2.361 4.099
H -0.669 2.722 3.614
O 2.426 2.574 1.639
H 1.716 2.439 2.311
H 2.591 1.689 1.311
O 3.518 0.300 -0.802
H 3.692 0.891 -1.562
H 4.139 0.603 -0.115
O 1.885 -3.758 -0.159
H 0.952 -3.655 0.116
H 2.060 -4.717 -0.122
O 3.421 -1.852 1.045
H 3.119 -2.545 1.655
H 3.700 -1.118 1.620
O -1.887 2.977 1.276
H -0.944 3.184 1.309
H -2.327 3.757 1.638
O -4.299 1.977 0.244
H -4.037 1.246 0.813
H -3.519 2.549 0.198
O 1.529 -0.111 3.768
H 0.735 -0.212 3.227
H 1.491 -0.841 4.402
O -2.801 -3.115 1.673
H -3.519 -2.844 2.260
H -2.089 -2.497 1.861
O 1.413 3.880 -0.645
H 1.899 3.240 -0.096
H 1.272 4.637 -0.067
```

The following is a quantum chemistry calculation of a 15-piece molecular cluster, C3H34NO16S overall, from the OMol25 dataset.

Calculated values
net charge	-1
frontier orbital gap	8.09	eV
highest occupied orbital energy	-0.22418	Eh
LUMO level	1.985	eV

Geometry as XYZ:
```
55
C3H34NO16S, DFT ωB97M-V/def2-TZVPD
C 0.796 -2.964 0.233
C 0.455 -3.131 1.721
S -1.254 -3.469 2.067
N 0.297 -1.642 -0.197
C 0.988 -0.539 0.302
O 1.978 -0.707 1.043
O 0.607 0.572 -0.204
H 1.867 -2.947 0.100
H 0.274 -3.709 -0.368
H 1.027 -3.972 2.152
H 1.018 -2.389 2.287
H -1.875 -2.303 1.757
H -0.506 -1.500 -0.773
H 3.596 1.239 0.150
H 4.011 0.270 -0.948
O 4.188 1.147 -0.602
H 1.678 3.466 -3.516
H 1.431 2.024 -3.095
O 1.163 2.932 -2.908
H 1.639 0.471 2.402
H 1.301 1.739 3.383
O 1.752 0.904 3.264
H 3.683 -1.853 1.254
H 3.750 -2.278 -0.361
O 4.107 -2.278 0.517
H 0.986 -0.236 -2.935
H 1.528 -0.186 -4.425
O 0.900 0.168 -3.796
H -4.433 -0.115 -1.429
H -4.607 1.186 -0.670
O -4.516 0.234 -0.523
H -0.705 2.317 2.318
H -1.192 1.192 1.411
O -1.496 1.982 1.864
H -0.929 1.276 -1.264
H -0.674 1.971 -2.644
O -1.323 1.472 -2.132
H -2.849 0.520 2.072
H -3.470 -0.003 0.863
O -2.931 -0.333 1.614
H 1.336 1.952 -0.180
H 0.900 3.346 -0.205
O 1.670 2.867 0.134
H -3.496 2.697 1.260
H -3.239 3.132 -0.150
O -3.964 3.013 0.476
H -2.474 -0.043 -2.270
H -2.666 -1.096 -3.213
O -3.224 -0.441 -2.771
H 1.111 3.138 1.736
H 1.208 4.307 2.788
O 0.672 3.559 2.520
H 0.465 -3.528 -2.718
H 0.463 -2.369 -3.757
O 0.982 -2.806 -3.077
```

Here are the calculated F_max numbers, same order: 6.7, 4.2, 5.5, 1.9, 3.3, 3.6, 5.3, 2.9, 17.8, 3.9, 1.6, 2.5, 3.9, 6.1, 3.1 (eV/A).
Here are the calculated energy above the lowest of the compared OMol25 structures with the same formula, charge and spin numbers, same order: 82.8, 9.6, 60.5, 42.1, 104.8, 62.7, 120.2, 133.6, 34.3, 62.8, 12.9, 20.4, 13.1, 76.9, 1.2 (kcal per mole).